{"formula": "C26H32N4O2", "method": "the ωB97M-V functional and the def2-TZVPD basis", "elements": ["C", "C", "C", "O", "C", "C", "O", "C", "H", "H", "H", "H", "H", "H", "H", "H", "H", "H", "H", "H", "N", "C", "C", "C", "C", "C", "H", "H", "H", "H", "H", "N", "C", "C", "C", "C", "C", "H", "H", "H", "H", "H", "N", "C", "C", "C", "C", "C", "H", "H", "H", "H", "H", "N", "C", "C", "C", "C", "C", "H", "H", "H", "H", "H"], "xyz": [[-1.9613, -0.5084, 0.8267], [-3.3601, -0.6395, 1.0124], [-4.2764, -0.1713, -0.1333], [-4.9555, -1.2316, -0.7368], [-4.0544, -2.1312, -1.3507], [-3.3844, -1.5844, -2.6630], [-3.9813, -0.4080, -3.1591], [-3.0743, 0.6460, -3.3939], [-1.4693, 0.4679, 0.9106], [-1.3583, -1.3824, 0.5539], [-3.7667, -1.0157, 1.9552], [-3.6981, 0.4373, -0.8413], [-5.0461, 0.5063, 0.2787], [-4.6483, -3.0072, -1.6421], [-3.2563, -2.5015, -0.6926], [-2.3026, -1.5187, -2.4777], [-3.5147, -2.3640, -3.4346], [-3.0635, 0.9572, -4.4486], [-2.0339, 0.4299, -3.1160], [-3.3931, 1.5038, -2.7787], [-1.9562, 2.9029, 3.4957], [-3.0751, 2.6149, 2.8257], [-4.2765, 2.2873, 3.4329], [-4.3237, 2.2532, 4.8170], [-3.1747, 2.5474, 5.5338], [-2.0251, 2.8652, 4.8290], [-2.9883, 2.6508, 1.7452], [-5.1515, 2.0643, 2.8372], [-5.2433, 2.0008, 5.3303], [-3.1706, 2.5309, 6.6152], [-1.1032, 3.1054, 5.3465], [-1.5387, -3.8434, -0.8198], [-1.3241, -4.2025, 0.4491], [-0.2880, -5.0283, 0.8525], [0.5767, -5.5156, -0.1142], [0.3728, -5.1585, -1.4375], [-0.6919, -4.3242, -1.7348], [-2.0284, -3.7984, 1.1696], [-0.1617, -5.2831, 1.8958], [1.3987, -6.1650, 0.1599], [1.0253, -5.5187, -2.2210], [-0.8894, -4.0153, -2.7557], [2.1978, 1.9458, 0.2843], [3.3238, 1.2899, -0.0224], [3.7719, 0.1718, 0.6637], [3.0179, -0.2938, 1.7288], [1.8492, 0.3711, 2.0657], [1.4853, 1.4787, 1.3147], [3.8843, 1.6901, -0.8588], [4.6893, -0.3211, 0.3701], [3.3362, -1.1643, 2.2898], [1.2338, 0.0375, 2.8907], [0.5775, 2.0304, 1.5375], [5.7784, 2.1986, -1.8808], [5.6071, 3.0894, -2.8615], [6.6485, 3.6767, -3.5611], [7.9456, 3.3250, -3.2246], [8.1481, 2.4044, -2.2091], [7.0374, 1.8737, -1.5744], [4.5754, 3.3359, -3.0870], [6.4488, 4.3908, -4.3481], [8.7874, 3.7625, -3.7466], [9.1451, 2.1047, -1.9164], [7.1466, 1.1478, -0.7761]], "mulliken_charge": [-0.45, -0.38, 0.32, -0.44, 0.03, -0.39, -0.39, -0.64, 0.21, 0.18, 0.23, -0.20, 0.29, 0.39, 0.05, 0.26, 0.31, 0.25, 0.29, 0.21, -0.44, -0.21, -0.36, -0.29, -0.32, -0.29, 0.46, 0.37, 0.38, 0.37, 0.36, -0.12, -0.04, -0.90, -0.06, -0.75, -0.12, 0.36, 0.36, 0.40, 0.36, 0.38, -0.53, -0.09, -0.44, -0.45, -0.36, -0.40, 0.66, 0.35, 0.39, 0.39, 0.63, -0.31, -0.09, -0.62, -0.11, -0.69, -0.11, 0.39, 0.35, 0.37, 0.35, 0.35], "total_charge": 0, "gap_ev": 7.180, "relative_energy_kj_mol": 835.7, "smiles": "C=CCOCCOC.c1ccncc1.c1ccncc1.c1ccncc1.c1ccncc1"}

---

{"formula": "C26H33Cl2NNaO", "method": "the ωB97M-V functional and the def2-TZVPD basis", "elements": ["Na", "C", "C", "C", "C", "C", "C", "C", "C", "C", "C", "C", "C", "C", "C", "C", "C", "C", "H", "H", "H", "H", "H", "H", "H", "H", "H", "H", "H", "H", "H", "H", "H", "H", "H", "H", "H", "H", "H", "H", "H", "H", "H", "H", "H", "H", "H", "Cl", "C", "C", "C", "Cl", "C", "C", "C", "C", "N", "C", "C", "O", "H", "H", "H", "H"], "xyz": [[0.7469, 0.1815, -0.2121], [-0.4997, 1.1844, 1.7393], [-0.3162, -0.1894, 2.0282], [-1.1784, -0.9136, 1.1368], [-1.8575, 0.0551, 0.3529], [-1.4418, 1.3395, 0.7108], [-1.9119, 2.6568, 0.1304], [-0.7146, 3.4692, -0.3762], [-2.8690, 2.4351, -1.0398], [-2.6392, 3.4721, 1.2095], [-1.5824, -2.3885, 1.0392], [-2.2202, -2.6860, -0.3298], [-2.6528, -2.7212, 2.0901], [-0.4204, -3.3792, 1.1631], [0.6893, -0.6369, 3.0965], [1.9575, -1.2325, 2.4660], [0.0911, -1.6177, 4.1127], [1.1687, 0.5679, 3.9219], [0.0254, 1.9941, 2.2239], [-2.6033, -0.1627, -0.3939], [-0.2032, 2.9448, -1.1884], [0.0107, 3.6341, 0.4209], [-1.0350, 4.4458, -0.7530], [-2.3829, 1.8683, -1.8358], [-3.1936, 3.3933, -1.4551], [-3.7563, 1.8824, -0.7275], [-1.9756, 3.6628, 2.0539], [-3.5043, 2.9244, 1.5863], [-2.9792, 4.4344, 0.8135], [-3.1546, -2.1455, -0.4711], [-2.4432, -3.7536, -0.4077], [-1.5455, -2.4176, -1.1450], [-3.5196, -2.0742, 1.9495], [-2.2947, -2.5710, 3.1054], [-2.9785, -3.7622, 1.9921], [0.3405, -3.1822, 0.4040], [-0.7886, -4.3990, 1.0113], [0.0679, -3.3535, 2.1331], [1.7524, -2.0730, 1.8109], [2.6486, -1.5728, 3.2444], [2.4807, -0.4850, 1.8669], [-0.1970, -2.5694, 3.6732], [-0.7960, -1.1820, 4.5762], [0.8208, -1.8307, 4.8991], [1.6930, 1.2980, 3.3059], [1.8658, 0.2246, 4.6906], [0.3342, 1.0697, 4.4128], [5.7485, 0.0545, -1.2034], [4.4974, 0.1348, -2.4106], [4.8807, 0.1859, -3.7493], [3.9509, 0.2522, -4.7476], [4.4756, 0.3162, -6.4152], [2.5693, 0.2705, -4.4386], [1.5449, 0.3385, -5.4085], [0.2378, 0.3495, -5.0120], [-0.0473, 0.2934, -3.6358], [0.8760, 0.2330, -2.7126], [2.1818, 0.2191, -3.0776], [3.1584, 0.1492, -1.9789], [2.7854, 0.1099, -0.7772], [5.9354, 0.1740, -3.9901], [1.8130, 0.3811, -6.4553], [-0.5686, 0.4001, -5.7311], [-1.0772, 0.2990, -3.2922]], "mulliken_charge": [1.27, -0.70, -0.71, 0.39, -0.70, -0.29, 2.45, -1.69, -1.83, -1.84, 2.41, -2.04, -1.75, -1.91, 2.91, -1.88, -1.92, -2.31, 0.41, 0.24, 0.27, 0.27, 0.46, 0.18, 0.45, 0.33, 0.30, 0.36, 0.47, 0.34, 0.47, 0.30, 0.33, 0.22, 0.48, 0.25, 0.51, 0.32, 0.14, 0.52, 0.36, 0.28, 0.33, 0.48, 0.34, 0.47, 0.41, -0.26, 0.32, -0.70, 0.71, -0.31, -0.02, -0.76, -1.06, -0.19, 0.04, 0.17, 0.14, -0.93, 0.43, 0.39, 0.40, 0.46], "total_charge": -1, "gap_ev": 6.277, "relative_energy_kj_mol": 0.0}

---

{"formula": "C26H33ClCrN4O4Te", "method": "the ωB97M-V functional and the def2-TZVPD basis", "elements": ["Cr", "Cl", "C", "C", "C", "C", "O", "C", "C", "O", "C", "H", "H", "H", "H", "N", "C", "C", "C", "C", "N", "H", "H", "H", "H", "H", "H", "H", "H", "H", "H", "H", "H", "N", "C", "O", "C", "C", "C", "N", "C", "C", "H", "H", "H", "H", "H", "H", "Te", "C", "C", "C", "C", "C", "C", "H", "H", "H", "H", "H", "C", "C", "C", "O", "H", "H", "H", "H", "H", "H"], "xyz": [[-0.7573, 0.0882, -0.4879], [2.9105, 3.2334, -5.9461], [2.2759, 2.3620, -4.5946], [3.1168, 1.4616, -3.8980], [2.6681, 0.7472, -2.8233], [1.3371, 0.8979, -2.3728], [0.9427, 0.2388, -1.3305], [0.4880, 1.8018, -3.0811], [-0.8598, 1.9727, -2.7249], [-1.4876, 1.3677, -1.8095], [0.9905, 2.5344, -4.1955], [4.1421, 1.3523, -4.2280], [3.3222, 0.0886, -2.2666], [-1.4410, 2.6984, -3.3020], [0.3386, 3.2222, -4.7199], [-0.2035, 1.6918, 0.7203], [-0.6696, 2.0932, 2.0815], [-2.1503, 1.8465, 2.3049], [-2.4509, 0.3536, 2.5135], [-3.3738, -0.2407, 1.4728], [-2.8337, -0.0355, 0.0917], [0.8200, 1.5070, 0.8296], [-0.2739, 2.5072, 0.1159], [-0.4119, 3.1418, 2.2324], [-0.0809, 1.5136, 2.7952], [-2.7039, 2.2491, 1.4485], [-2.4841, 2.4283, 3.1639], [-2.8751, 0.1755, 3.5023], [-1.5166, -0.2053, 2.4753], [-4.3734, 0.1947, 1.5254], [-3.4733, -1.3140, 1.6348], [-3.1702, 0.8575, -0.2626], [-3.2680, -0.7210, -0.5201], [-1.9660, -6.1787, -3.7344], [-2.1534, -4.9270, -4.2148], [-2.6115, -4.6776, -5.3063], [-1.7822, -3.7911, -3.2864], [-1.4339, -2.5799, -3.8652], [-1.1330, -1.5081, -3.0510], [-1.1801, -1.5827, -1.7134], [-1.5211, -2.7515, -1.1558], [-1.8240, -3.8737, -1.9017], [-2.1590, -6.9451, -4.3591], [-1.4022, -6.3633, -2.9245], [-1.4133, -2.4867, -4.9421], [-0.8353, -0.5605, -3.4773], [-1.5415, -2.7751, -0.0735], [-2.1137, -4.7839, -1.3941], [3.0332, 0.4508, 1.1482], [3.6081, -0.0906, 3.1010], [4.6134, -1.0397, 3.2932], [4.9610, -1.4534, 4.5713], [4.3130, -0.9269, 5.6816], [3.3183, 0.0225, 5.5028], [2.9698, 0.4374, 4.2224], [5.1303, -1.4548, 2.4365], [5.7468, -2.1872, 4.7007], [4.5892, -1.2476, 6.6775], [2.8146, 0.4507, 6.3606], [2.2043, 1.1941, 4.0981], [1.2070, -2.1662, 2.5635], [1.0056, -1.7022, 1.1544], [1.7350, -2.4372, 0.0672], [-0.0739, -1.0578, 0.9222], [2.0590, -2.8378, 2.6410], [0.2977, -2.6851, 2.8837], [1.3704, -1.3300, 3.2404], [1.4015, -3.4849, 0.1104], [2.8016, -2.4181, 0.2602], [1.5302, -2.0278, -0.9149]], "mulliken_charge": [0.42, -0.20, -0.06, -0.67, -0.90, 0.02, 0.37, 1.68, -0.75, -0.39, -1.07, 0.46, 0.46, 0.38, 0.45, -0.14, -0.47, -1.04, 0.34, -1.06, -0.18, -0.23, 0.36, 0.50, 0.06, 0.36, 0.42, 0.53, -0.42, 0.36, 0.42, 0.37, 0.29, -0.36, 0.12, -0.57, 0.78, -0.80, -0.24, 0.81, -0.51, -1.11, 0.24, 0.20, 0.54, 0.28, 0.64, 0.45, -0.01, -0.02, -0.37, -0.57, -0.47, -0.56, -0.14, 0.38, 0.38, 0.39, 0.40, 0.33, -1.32, 0.22, -1.16, 0.47, 0.45, 0.38, 0.20, 0.36, 0.46, 0.06], "total_charge": 1, "multiplicity": 4, "gap_ev": [5.322, 4.896], "relative_energy_kj_mol": 60.2}

---

{"formula": "C26H33CoN5O6SSe3Te", "method": "the ωB97M-V functional and the def2-TZVPD basis", "elements": ["Co", "O", "C", "N", "C", "O", "C", "C", "C", "C", "C", "N", "C", "C", "C", "C", "C", "N", "H", "H", "H", "H", "H", "H", "H", "H", "Se", "Se", "Te", "Se", "C", "C", "C", "C", "C", "C", "O", "N", "C", "O", "N", "C", "O", "H", "H", "H", "H", "H", "H", "H", "H", "H", "H", "H", "C", "C", "C", "S", "O", "C", "C", "C", "H", "H", "H", "H", "H", "H", "H", "H", "H", "H", "H", "H", "H", "H"], "xyz": [[-1.8354, 1.5092, -0.6332], [-4.3189, -0.7050, 1.6174], [-3.6091, -0.1599, 0.7850], [-2.8540, 0.9663, 0.9135], [-2.6115, 1.6574, 2.0511], [-3.0079, 1.4510, 3.1866], [-1.7000, 2.8026, 1.7260], [-1.3239, 3.7052, 2.7006], [-0.4415, 4.7230, 2.3766], [-0.0105, 4.8159, 1.0632], [-0.4438, 3.8895, 0.1326], [-1.2560, 2.8795, 0.4542], [-3.5227, -0.6285, -0.6238], [-4.3356, -1.6479, -1.0955], [-4.2989, -2.0016, -2.4291], [-3.4484, -1.2731, -3.2691], [-2.6674, -0.2773, -2.7393], [-2.6669, 0.0515, -1.4357], [-1.7329, 3.5596, 3.6896], [-0.0909, 5.4110, 3.1339], [0.6818, 5.5800, 0.7451], [-0.1085, 3.9492, -0.8973], [-4.9984, -2.1188, -0.3842], [-4.9111, -2.8033, -2.8179], [-3.3919, -1.4779, -4.3283], [-2.0125, 0.3070, -3.3834], [0.1211, 1.2183, -1.8394], [0.4239, 2.5252, -3.6267], [-2.8629, 5.2623, -1.8572], [-3.0700, 2.8351, -1.9554], [5.1980, 1.2468, 2.1285], [3.9729, 1.2659, 1.2214], [2.6025, 1.0470, 1.8954], [2.3815, 2.0180, 3.0795], [1.1620, 1.6722, 3.9282], [2.4497, -0.3702, 2.3982], [3.3224, -0.9895, 2.9809], [1.2198, -0.9102, 2.2121], [0.2174, -0.4337, 1.3388], [-0.7732, -1.1342, 1.1743], [0.4109, 0.7178, 0.7299], [1.5318, 1.4292, 0.8548], [1.7156, 2.4290, 0.1728], [6.0977, 1.2571, 1.5170], [5.2026, 0.3458, 2.7326], [5.2321, 2.1181, 2.7779], [4.0851, 0.4828, 0.4675], [3.9212, 2.2240, 0.6988], [2.2697, 3.0276, 2.6688], [3.2651, 1.9971, 3.7223], [0.2714, 1.5501, 3.3171], [0.9651, 2.4635, 4.6510], [1.3295, 0.7436, 4.4714], [1.0797, -1.8570, 2.5448], [0.9028, -4.9384, -0.5014], [-0.0678, -4.1202, 0.3422], [-1.0264, -3.2855, -0.4798], [-0.1623, -1.7640, -1.1330], [1.2353, -1.8507, -0.6980], [-0.0944, -2.4437, -2.8636], [0.8239, -1.6324, -3.7544], [1.0172, -2.3415, -5.0905], [1.5154, -5.5743, 0.1385], [1.5620, -4.2665, -1.0443], [0.3659, -5.5712, -1.2101], [0.5098, -3.4368, 0.9653], [-0.6362, -4.7813, 1.0034], [-1.8248, -2.8955, 0.1451], [-1.4567, -3.8395, -1.3118], [-1.1201, -2.4378, -3.2309], [0.2703, -3.4667, -2.7882], [1.7826, -1.5025, -3.2438], [0.4065, -0.6350, -3.9281], [1.4994, -3.3077, -4.9402], [1.6277, -1.7479, -5.7656], [0.0474, -2.5106, -5.5571]], "mulliken_charge": [-1.18, -0.78, 0.20, 0.30, 0.33, -0.77, 0.35, -0.45, -0.61, -1.00, -0.17, 1.17, 0.03, -0.39, -0.66, -0.62, -0.28, 1.39, 0.52, 0.38, 0.43, 0.49, 0.55, 0.38, 0.46, 0.40, -0.37, -0.59, -0.47, -0.36, -1.44, -1.14, 2.28, -0.86, -1.47, -0.43, -0.76, 0.52, -1.98, -0.68, 2.16, -0.55, -0.65, 0.46, 0.28, 0.32, 0.45, 0.36, 0.34, 0.53, 0.22, 0.51, 0.39, 0.41, -1.43, 0.26, -1.33, 1.49, -0.75, -1.16, 0.01, -1.53, 0.43, 0.25, 0.33, -0.32, 0.51, 0.32, 0.71, 0.25, 0.66, 0.29, -0.01, 0.33, 0.41, 0.30], "total_charge": -2, "multiplicity": 4, "gap_ev": [5.030, 5.413], "relative_energy_kj_mol": 5.3}